Computed, not measured: 13 unconnected molecules or ions with the total composition C24H64F2N13O24S2, with the ωB97M-V functional and the def2-TZVPD basis.

Results
* E_tot: -121493.0750 eV
* charge: +3
* HOMO: -13.5 eV

The geometry in XYZ format:
```
129
Properties=species:S:1:pos:R:3:forces:R:3
C 1.293673 -1.638117 5.661979 0.27 1.11 0.82
C 0.228959 -2.424203 5.024368 1.11 -4.16 -1.56
O 0.233180 -3.661577 5.064539 -1.19 4.16 -0.40
N -0.838657 -1.653331 4.175053 1.22 -0.41 1.67
H -0.448963 -0.786429 3.833406 0.94 1.46 0.45
H -0.930054 -2.154573 3.302981 -1.08 -1.39 -0.37
C -2.113179 -1.302614 4.895519 0.11 -0.87 -1.54
H 1.623446 -0.682532 5.254309 -0.98 0.22 -0.22
H 2.246628 -2.108981 5.903392 -0.50 -1.02 -0.24
H 0.799447 -1.522243 6.626555 0.32 0.79 0.58
H -2.633397 -2.239796 5.093446 0.30 0.09 0.77
H -2.722011 -0.864115 4.104860 0.05 0.56 0.25
H -1.871520 -0.614793 5.705825 -0.27 -0.29 -0.04
C 4.474043 -0.897990 -5.032873 0.01 -0.17 -0.35
C 3.631407 0.314855 -4.961648 -0.01 1.53 -3.88
O 3.524634 1.085607 -5.920334 -0.39 -1.73 3.92
N 2.947999 0.599797 -3.623989 1.73 1.83 -1.23
H 2.064738 0.111345 -3.587331 -1.22 -0.20 -0.09
H 3.500686 0.167821 -2.897325 0.43 -0.70 0.69
C 2.967513 2.099265 -3.332164 -1.27 -0.37 0.44
H 4.653422 -1.083899 -6.091820 -0.17 -0.04 0.06
H 4.040913 -1.786204 -4.572888 0.20 0.15 0.30
H 5.453593 -0.626312 -4.639459 0.06 -0.28 0.49
H 2.568684 2.177005 -2.320728 0.33 0.25 0.10
H 2.283342 2.668556 -3.961370 0.18 -0.43 -0.30
H 3.970740 2.514592 -3.427740 -0.07 -0.42 0.03
C 3.983205 3.460134 2.223083 -0.64 1.49 0.43
C 4.244325 4.989571 2.296427 -0.20 -0.79 2.86
O 4.573618 5.517631 3.357094 -1.05 -0.64 -4.49
N 4.059459 5.751169 0.953265 3.70 -0.90 2.32
H 3.178206 5.878647 0.476572 -1.98 -0.90 -0.25
H 4.198201 6.719363 1.205159 0.92 0.67 0.05
C 5.079860 5.201441 -0.017113 -0.41 1.73 -0.63
H 4.803704 2.893634 1.782669 0.05 0.10 0.32
H 3.041182 3.207610 1.736349 0.07 0.31 -0.52
H 3.734031 3.266551 3.266415 0.58 -0.63 0.02
H 6.084633 5.204892 0.405407 -0.26 -0.48 0.14
H 5.082218 5.960765 -0.799114 0.21 -0.14 -0.25
H 4.715085 4.286476 -0.483878 0.19 -0.08 0.57
C 3.204828 -4.333077 3.618847 -1.99 1.53 0.19
C 2.871371 -3.259115 2.515577 -4.35 -0.78 0.37
O 1.687693 -2.991659 2.169878 5.47 -0.56 1.25
N 3.995731 -2.471298 1.907400 -0.52 -0.16 0.24
H 4.890893 -2.838310 2.197376 0.41 -0.05 0.82
H 3.959566 -2.843974 0.969362 -0.36 0.53 -1.72
C 3.961441 -0.944662 2.070889 0.43 -0.43 0.19
H 3.470870 -3.780463 4.519925 0.96 0.25 -0.10
H 3.754185 -5.271732 3.546446 0.45 0.54 -0.87
H 2.204575 -4.593003 3.965318 -0.23 -0.45 -0.48
H 4.940102 -0.584258 1.753959 -0.19 -0.08 -0.32
H 3.896769 -0.746998 3.140864 -0.38 -0.02 -0.16
H 3.151104 -0.487190 1.503311 0.16 -0.40 0.20
C -2.620342 2.118155 -2.231196 0.58 -0.91 1.03
C -3.120697 2.469797 -0.799673 3.26 -0.25 4.63
O -2.518964 2.358538 0.331207 -3.83 0.49 -6.93
N -4.552159 3.090771 -0.799725 0.11 -1.79 1.09
H -4.510017 4.012423 -1.210673 0.12 1.11 0.52
H -5.026195 2.584648 -1.534036 -0.48 -0.44 -0.28
C -5.343312 2.914565 0.519145 0.21 0.12 -0.06
H -1.784271 2.753908 -2.522578 -0.14 0.37 0.17
H -3.264717 1.927753 -3.089458 -0.89 1.02 0.40
H -2.187105 1.118663 -2.193436 0.41 -0.09 0.67
H -4.839922 3.418698 1.344097 -0.06 0.38 -0.43
H -5.404318 1.870260 0.825432 0.60 -0.19 -0.65
H -6.386154 3.200333 0.381623 0.32 0.62 -0.21
C -5.825797 -3.411081 1.342418 0.13 0.91 -0.91
C -5.535105 -2.135987 2.082417 6.72 2.27 -1.12
O -4.355481 -1.615586 2.098055 -6.63 -2.22 0.25
N -6.626285 -1.319444 2.783528 0.96 0.42 1.54
H -7.320255 -0.873699 2.200593 0.02 0.18 -0.94
H -7.194916 -1.987419 3.284094 -0.23 -0.48 0.73
C -6.037349 -0.254955 3.758585 0.19 0.41 -0.63
H -6.777271 -3.411608 0.810629 -0.46 -0.36 0.80
H -5.493949 -4.322340 1.839995 -0.43 -0.06 0.60
H -5.129123 -3.408498 0.504117 0.40 0.26 0.11
H -5.043564 -0.580444 4.066062 -0.53 -0.29 0.31
H -6.730211 0.046570 4.544162 -0.08 -0.90 0.09
H -5.857494 0.689584 3.245156 -0.08 -0.33 -0.62
C -3.594537 -2.619863 -7.580268 0.16 0.30 0.87
C -2.274809 -2.492104 -6.773691 2.48 0.67 -3.69
O -1.302029 -1.876626 -7.190603 -2.81 -1.13 1.67
N -1.918624 -3.424672 -5.600232 -0.06 1.42 -0.69
H -2.052848 -4.379276 -5.901617 -0.86 -0.71 0.48
H -0.912137 -3.342373 -5.617716 1.04 0.24 0.38
C -2.429701 -2.943500 -4.269047 -0.46 -0.79 -0.52
H -3.493093 -2.482636 -8.656826 1.08 -0.15 0.07
H -4.209444 -1.746788 -7.361811 -0.34 -0.20 0.57
H -4.128175 -3.562097 -7.455558 -0.04 0.17 0.49
H -2.072215 -1.922504 -4.135384 0.19 -0.22 0.03
H -2.042068 -3.634316 -3.520314 -0.10 0.32 0.03
H -3.517524 -2.950303 -4.337702 0.05 -0.08 0.22
C 0.678001 0.638201 -0.351159 -0.11 -2.11 0.77
C 0.084569 -0.560266 0.569808 0.55 1.25 -1.47
O -0.336487 -0.427442 1.674324 0.37 -0.57 -1.36
N -0.032502 -1.955452 -0.154997 -1.43 1.21 1.53
H 0.768218 -2.070700 -0.759703 0.12 0.05 -1.58
H 0.168433 -2.645547 0.554579 -0.46 -0.87 0.87
C -1.479935 -2.162566 -0.693904 1.23 0.53 -0.02
H 1.407459 0.347711 -1.107209 0.11 -0.90 0.42
H 1.200298 1.313728 0.326309 -0.81 0.45 -0.07
H -0.125691 0.989621 -0.998213 -0.26 0.61 0.73
H -2.209881 -2.165187 0.115573 0.59 -0.42 0.45
H -1.492574 -3.080067 -1.282238 0.10 0.21 0.18
H -1.724167 -1.276352 -1.279625 0.33 -0.18 -0.39
N 1.777114 6.378235 0.213410 -4.06 -1.87 -0.36
S 1.133299 7.159682 -0.974013 -0.06 5.67 -6.36
O 0.119983 8.166558 -0.742025 0.93 -2.07 0.48
O 1.028571 6.400694 -2.258220 0.04 0.85 3.32
F 2.405866 8.081555 -1.208554 0.39 -0.26 -0.02
S 0.587854 5.182524 0.128265 -2.01 -1.99 4.21
O 1.048300 4.037544 -0.611037 -0.65 0.49 -0.35
O -0.849361 5.574824 0.248535 3.83 -0.87 -1.49
F 0.840980 4.696445 1.618719 0.21 -0.04 -0.01
N 3.816662 -2.202703 -1.383332 1.14 -3.15 -1.29
O 3.094008 -3.128511 -1.073802 -2.44 -2.46 1.81
O 4.862964 -2.532900 -1.959350 0.49 2.40 -0.07
O 3.397085 -1.091117 -1.095510 0.51 3.81 -0.21
N -2.092975 -4.499106 1.890371 0.79 -2.74 -2.03
O -2.214388 -3.489981 2.552516 0.47 3.10 1.47
O -3.013341 -5.305036 1.872524 -1.01 -0.61 -0.11
O -1.057721 -4.742780 1.201364 -0.24 1.11 0.46
N 0.687967 -2.200507 -3.690967 1.57 -2.54 0.15
O 1.279241 -1.957908 -4.753373 -0.52 -1.22 -0.64
O 0.388569 -3.365272 -3.244957 -0.11 1.32 -1.79
O 0.515030 -1.259812 -2.947473 -1.08 2.98 2.37
N 1.264525 1.593498 3.877383 -1.94 3.19 4.72
O 2.173946 0.957240 3.488875 3.83 -4.16 -3.50
O 0.163801 1.146373 4.166970 -3.38 -3.34 -1.04
O 1.452331 2.694957 4.332318 1.27 3.70 -0.37
```
Forces are in eV/Å.

Atom charges from the Mulliken analysis, given in e for atoms 1 to 4:
1. C -0.83
2. C 0.46
3. O -0.50
4. N 1.25